1.
A molecular structure, C12H30N2NaO8P. Source: the Open Molecules 2025 dataset; level of theory: wB97M-V/def2-TZVPD.

* molar mass: 384.34 g/mol
* Kohn-Sham gap: 0.0913 Ha
* relative energy (zero: lowest compared OMol25 entry of this formula, charge and spin): 178.0 kJ/mol
* charge: -2
* energy: -45994.979 eV

The geometry in XYZ format:
```
54
Properties=species:S:1:pos:R:3:nbo_charge:R:1
Na -0.4384 20.5824 19.1658 0.867
P 1.8640 21.2805 17.9652 2.484
O 0.8476 22.4184 18.4625 -1.367
O 0.8104 20.4973 17.1631 -1.347
O 2.5722 20.5769 19.1763 -1.272
O 2.9300 21.9749 17.0112 -1.283
C -3.0858 18.8057 20.7361 -0.237
O -1.7917 18.8216 20.2610 -0.547
C -0.9486 17.8014 20.8108 -0.064
C 0.5488 18.0218 20.4402 -0.242
N 0.9745 19.3760 20.8651 -0.708
C 1.3515 19.6225 22.2840 -0.229
C 0.1205 20.1902 23.1081 -0.061
O 0.7109 20.4056 24.3647 -0.543
C -0.1581 20.9494 25.2549 -0.238
H -3.5033 17.8466 20.4297 0.151
H -3.6470 19.6212 20.2800 0.198
H -3.1915 19.0080 21.8019 0.151
H -1.2537 16.8442 20.3882 0.150
H -1.0373 17.7356 21.8952 0.149
H 0.5661 18.0248 19.3503 0.236
H 1.1456 17.1960 20.8274 0.157
H 1.6805 19.8283 20.3019 0.469
H 2.0896 20.4244 22.2679 0.223
H 1.7909 18.7801 22.8182 0.155
H -0.6730 19.4671 23.2968 0.135
H -0.3393 21.0910 22.7017 0.175
H -1.1823 20.5855 25.3366 0.149
H -0.1960 22.0276 25.0994 0.156
H 0.1820 20.8464 26.2854 0.163
C -2.8657 14.0614 17.3997 -0.253
O -2.0767 15.2009 16.8671 -0.568
C -2.4947 16.5499 17.2007 -0.064
C -1.3846 17.4110 16.5532 -0.229
N -1.2741 18.8111 17.0979 -0.676
C -2.4441 19.6422 16.7552 -0.223
C -2.3559 21.1872 16.9657 -0.099
O -2.5711 21.4203 18.3626 -0.570
C -2.8646 22.7501 18.6910 -0.255
H -3.8996 14.1691 17.0716 0.163
H -2.7109 13.9496 18.4728 0.170
H -2.6141 13.0875 16.9798 0.177
H -2.5219 16.6099 18.2887 0.165
H -3.4763 16.8097 16.8046 0.154
H -1.5863 17.4751 15.4840 0.150
H -0.4342 16.8800 16.6082 0.217
H -0.4293 19.3081 16.8543 0.465
H -3.3056 19.1990 17.2546 0.160
H -2.6632 19.5806 15.6892 0.137
H -3.1336 21.6099 16.3297 0.147
H -1.3521 21.5537 16.7506 0.276
H -1.9588 23.3552 18.6523 0.222
H -3.2465 22.7429 19.7119 0.163
H -3.5955 23.2840 18.0838 0.142
```


2.
2 unconnected molecules or ions with the total composition C3H11NO. Source: the Open Molecules 2025 dataset; level of theory: wB97M-V/def2-TZVPD.

* molar mass: 77.13 g/mol
* Kohn-Sham gap: 0.3526 Ha
* SMILES: CCN.CO
* relative energy (zero: lowest compared OMol25 entry of this formula, charge and spin): 129.5 kJ/mol
* charge: 0
* energy: -6825.903 eV

The geometry in XYZ format:
```
16
Properties=species:S:1:pos:R:3:nbo_charge:R:1
C -1.5625 -1.7194 0.3893 -0.267
O -1.2347 -1.4787 -0.9632 -0.730
H -2.0034 -0.8365 0.9009 0.179
H -0.6166 -1.9355 0.8864 0.167
H -2.3245 -2.4694 0.6675 0.177
C 1.0477 1.8577 0.8557 -0.626
C 0.5516 1.0658 -0.3293 -0.222
N 1.4985 0.1630 -0.9711 -0.828
H 0.2529 2.1061 1.5509 0.210
H 1.5135 2.8069 0.5133 0.206
H 1.9042 1.3763 1.3368 0.211
H 0.0808 1.6682 -1.1026 0.184
H -0.3638 0.4957 -0.0526 0.160
H -1.4205 -2.2636 -1.4875 0.475
H 1.6765 -0.6601 -0.4081 0.345
H 1.0004 -0.1765 -1.7867 0.359
```


3.
2 unconnected molecules or ions with the total composition C2H2FO2S. Source: the Open Molecules 2025 dataset; level of theory: wB97M-V/def2-TZVPD.

* molar mass: 109.10 g/mol
* Kohn-Sham gap (spin up / spin down): 0.2453 / 0.2454 Ha
* relative energy (zero: lowest compared OMol25 entry of this formula, charge and spin): 674.9 kJ/mol
* charge: -1
* energy: -19748.323 eV

The geometry in XYZ format:
```
8
Properties=species:S:1:pos:R:3:nbo_charge:R:1
C 0.3720 -1.4095 -1.7130 0.140
C 0.2061 0.7834 0.1055 -0.467
O 0.6541 0.7317 1.4486 -0.705
O -1.9500 0.7793 1.6885 -0.979
F 1.3280 -1.9516 -0.9296 -0.394
S -0.8288 1.5803 1.1826 1.263
H -0.6309 -2.0549 -1.3601 0.026
H 0.8495 1.5412 -0.4225 0.116
```


4.
A single C2H4N4O2 molecule. Source: the Open Molecules 2025 dataset; level of theory: wB97M-V/def2-TZVPD.

* molar mass: 116.08 g/mol
* Kohn-Sham gap: 0.3514 Ha
* SMILES: Nn1c(O)n[nH]c1=O
* relative energy (zero: lowest compared OMol25 entry of this formula, charge and spin): 66.6 kJ/mol
* charge: 0
* energy: -12192.797 eV

The geometry in XYZ format:
```
12
Properties=species:S:1:pos:R:3:nbo_charge:R:1
C 0.9622 -0.6334 0.0406 0.604
C -1.1937 -0.2646 0.0047 0.714
H -0.3960 1.9941 -0.5893 0.380
H 0.2229 2.1432 0.9367 0.375
H 2.1570 0.6417 -0.3917 0.495
H -1.5136 -2.3210 0.1767 0.413
N 0.2388 1.6732 0.0439 -0.646
N -0.0044 0.3430 0.2837 -0.306
N 0.5045 -1.7847 0.0287 -0.314
N -0.8952 -1.5888 0.0839 -0.446
O 2.2456 -0.3392 -0.2901 -0.629
O -2.3282 0.1366 -0.3278 -0.641
```


5.
A molecular structure, C9H12N2OS5Zn. Source: the Open Molecules 2025 dataset; level of theory: wB97M-V/def2-TZVPD.

* molar mass: 389.93 g/mol
* Kohn-Sham gap: 0.2359 Ha
* relative energy (zero: lowest compared OMol25 entry of this formula, charge and spin): 0.0 kJ/mol
* charge: 0
* energy: -117150.581 eV

The geometry in XYZ format:
```
30
Properties=species:S:1:pos:R:3:nbo_charge:R:1
Zn 0.9646 -1.5796 0.1354 1.393
S -0.5678 -1.3176 4.2645 -0.083
C 0.1296 -1.4709 2.7877 -0.537
S 1.0729 -0.1786 2.0822 -0.492
S -0.1450 -2.8636 1.7734 -0.395
O -0.6982 -0.7574 -0.7898 -1.090
S -1.8480 -0.4228 0.1508 1.253
C -2.8357 0.8006 -0.7868 -0.587
C -3.8881 0.0300 -1.5702 -0.412
C -4.3636 -1.0602 -0.6154 -0.413
C -3.0959 -1.7368 -0.1135 -0.591
H -2.1412 1.3769 -1.3942 0.254
H -3.2922 1.4493 -0.0373 0.229
H -3.4348 -0.4192 -2.4563 0.215
H -4.7014 0.6802 -1.8941 0.225
H -5.0304 -1.7769 -1.0949 0.230
H -4.9009 -0.6077 0.2218 0.208
H -2.6460 -2.3809 -0.8690 0.245
H -3.2126 -2.2825 0.8191 0.260
S 2.8318 -1.1611 -1.4523 -0.273
C 3.5749 0.1943 -0.7724 0.277
N 3.4673 0.4797 0.5580 -0.540
C 3.9195 1.6326 1.0789 0.121
C 4.6159 2.5022 0.2949 -0.338
C 4.8370 2.0929 -1.0313 0.143
N 4.3235 0.9984 -1.5440 -0.452
H 2.9142 -0.1449 1.1568 0.452
H 3.7071 1.8053 2.1250 0.245
H 4.9905 3.4381 0.6767 0.243
H 5.4530 2.6803 -1.7037 0.209
```


6.
2 unconnected molecules or ions with the total composition C4H7N3. Source: the Open Molecules 2025 dataset; level of theory: wB97M-V/def2-TZVPD.

* molar mass: 97.12 g/mol
* Kohn-Sham gap: 0.3832 Ha
* relative energy (zero: lowest compared OMol25 entry of this formula, charge and spin): 370.7 kJ/mol
* charge: 0
* energy: -8727.838 eV

The geometry in XYZ format:
```
14
Properties=species:S:1:pos:R:3:nbo_charge:R:1
C -2.0193 1.5993 -0.4854 -0.433
N -0.5961 1.8962 -0.2852 -0.341
C 0.6463 -0.7938 -1.3810 -0.286
C 1.1462 -1.3064 -0.4121 0.014
C 1.7497 -1.9113 0.7762 -0.695
N 0.4103 1.0132 1.6585 -0.082
N -0.1257 1.4219 0.7472 0.255
H -2.2471 0.5427 -0.3008 0.199
H -2.2519 1.8318 -1.5255 0.213
H -2.6464 2.2250 0.1608 0.198
H 0.2177 -0.3191 -2.2361 0.240
H 2.1810 -1.1341 1.4132 0.246
H 0.9963 -2.4453 1.3636 0.237
H 2.5390 -2.6202 0.5065 0.235
```


Question: energy of number 3 (C2H2FO2S)?
Answer: -19748.323 eV